#w
Density functional theory data (ωB97M-V/def2-TZVPD) for one molecule with the formula C3H7NS.

Summary:
- charge = 0
- HOMO-LUMO gap (eV) = 9.73

Geometry (Å):
C  1.807  -0.680  1.813
N  0.903  -0.750  0.959
S  0.396  0.568  -0.077
C  -1.187  -0.228  -0.590
C  -1.953  0.471  -1.743
H  1.794  -1.602  2.422
H  2.581  0.036  1.915
H  -1.919  -0.360  0.249
H  -0.806  -1.163  -0.805
H  -1.303  0.609  -2.631
H  -2.270  1.410  -1.462
H  -2.740  -0.144  -2.048

#x
Density functional theory data (ωB97M-V/def2-TZVPD) for one molecule with the formula C3H7NS.

Summary:
- charge = 0
- HOMO-LUMO gap (eV) = 8.95

Geometry (Å):
C  0.226  1.506  0.134
N  0.822  0.253  0.575
C  0.367  -1.016  0.313
C  -0.946  -1.058  -0.530
S  1.118  -2.389  0.925
H  0.823  2.383  0.307
H  -0.736  1.668  0.614
H  0.075  1.493  -0.997
H  1.808  0.350  0.767
H  -1.120  -0.027  -0.830
H  -0.685  -1.702  -1.387
H  -1.752  -1.462  0.109

#y
Density functional theory data (ωB97M-V/def2-TZVPD) for one molecule with the formula C3H7NS.

Summary:
- charge = 0
- HOMO-LUMO gap (eV) = 9.30

Geometry (Å):
S  1.685  -0.065  -0.252
C  0.101  -0.062  0.632
C  -0.871  1.076  0.037
N  -1.929  0.055  -0.279
C  -0.972  -1.034  0.098
H  2.155  0.913  0.696
H  0.339  -0.098  1.806
H  -0.009  1.378  -0.800
H  -1.375  2.130  0.540
H  -2.666  -0.269  -0.936
H  -0.486  -1.529  -0.793
H  -0.967  -1.743  0.873

#z
Density functional theory data (ωB97M-V/def2-TZVPD) for one molecule with the formula C3H7NS.

Summary:
- charge = 0
- HOMO-LUMO gap (eV) = 8.32

Geometry (Å):
C  -1.883  -0.634  0.004
C  -1.255  0.716  -0.287
N  0.063  0.869  0.207
S  0.953  -0.521  -0.019
C  2.561  0.104  -0.092
H  -1.430  -1.530  -0.415
H  -2.306  -0.533  1.077
H  -3.086  -0.708  -0.360
H  -1.873  1.567  -0.135
H  2.292  1.090  0.571
H  3.067  -0.876  0.414
H  2.897  0.456  -0.964

#x takes first place; second place is 0.0413 hartree up.

#w
Density functional theory data (ωB97M-V/def2-TZVPD) for an isolated ion of composition C6H12O and charge +1.

Summary:
- charge = +1
- multiplicity = 2
- HOMO-LUMO gap (alpha / beta) (eV) = 8.50 / 4.71

Geometry (Å):
C  0.116  -1.740  0.079
O  -0.685  -2.743  0.699
C  -0.793  -0.787  -0.776
C  -1.236  0.502  -0.031
C  -0.255  1.666  -0.392
C  1.901  2.050  0.703
C  1.261  1.383  -0.320
H  0.707  -1.225  0.832
H  0.850  -2.079  -0.713
H  -1.568  -2.368  0.627
H  -0.262  -0.539  -1.686
H  -1.679  -1.346  -1.045
H  -2.205  0.866  -0.423
H  -1.332  0.146  0.975
H  -0.338  2.012  -1.446
H  -0.481  2.430  0.341
H  1.317  2.325  1.586
H  2.913  2.415  0.608
H  1.732  1.218  -1.298

#x
Density functional theory data (ωB97M-V/def2-TZVPD) for a 2-piece molecular cluster, C6H12O overall.

Summary:
- charge = +1
- multiplicity = 2
- HOMO-LUMO gap (alpha / beta) (eV) = 8.20 / 6.61

Geometry (Å):
C  1.375  0.877  0.493
C  0.597  -0.291  0.889
C  -0.809  -0.293  0.896
C  -1.632  0.915  1.072
C  0.682  -2.671  1.503
C  1.286  -1.509  1.176
H  1.024  1.311  -0.441
H  2.428  0.703  0.294
H  1.348  1.782  1.096
H  -1.263  -1.098  0.345
H  -1.925  1.343  0.118
H  -1.005  1.659  1.578
H  -2.503  0.861  1.729
H  -0.395  -2.746  1.552
H  1.290  -3.548  1.652
H  2.357  -1.468  1.233
H  -0.510  1.787  -5.558
H  -1.174  0.709  -4.768
O  -1.171  1.676  -4.859

#x takes first place; second place is 0.0607 hartree up.

#w
Density functional theory data (ωB97M-V/def2-TZVPD) for a 2-piece molecular cluster, C3H8NO2 overall.

Summary:
- charge = -1
- HOMO-LUMO gap (eV) = 7.58

Geometry (Å):
C  -0.805  -0.987  -2.794
C  -1.160  -0.588  -1.526
O  -0.892  -1.148  -0.394
H  -1.153  -0.336  -3.610
H  -0.160  -1.867  -3.010
H  -1.787  0.336  -1.440
H  -0.541  0.072  0.183
N  1.653  1.072  2.380
C  1.158  0.498  1.119
O  -0.188  0.850  0.862
H  0.913  0.822  3.065
H  1.620  2.095  2.217
H  1.784  0.838  0.269
H  1.247  -0.620  1.124

#x
Density functional theory data (ωB97M-V/def2-TZVPD) for an isolated ion of composition C3H8NO2 and charge -1.

Summary:
- charge = -1
- HOMO-LUMO gap (eV) = 6.58

Geometry (Å):
N  0.914  -0.963  0.818
C  -0.224  -0.251  0.201
C  -0.587  -0.728  -1.235
O  -1.830  -0.476  -1.600
C  0.032  1.228  0.195
O  0.168  1.811  1.499
H  1.780  -0.506  0.552
H  0.916  -1.887  0.379
H  -1.091  -0.467  0.838
H  -0.260  -1.821  -1.247
H  0.232  -0.261  -1.878
H  -0.818  1.688  -0.311
H  0.960  1.453  -0.337
H  -0.191  1.179  2.126

#y
Density functional theory data (ωB97M-V/def2-TZVPD) for C3H8NO2 as an isolated structure.

Summary:
- charge = -1
- HOMO-LUMO gap (eV) = 7.46

Geometry (Å):
C  -0.372  0.492  1.267
C  -0.179  -1.450  -0.189
C  -0.158  0.101  -0.178
N  1.233  0.483  -0.744
O  1.035  0.741  -2.100
O  -1.131  0.700  -0.981
H  0.378  0.335  1.971
H  -1.143  -0.011  1.840
H  -0.553  1.467  1.478
H  0.647  -1.752  0.379
H  -0.313  -1.715  -1.226
H  -0.972  -1.826  0.322
H  1.619  1.568  -0.039
H  -0.089  0.866  -1.798

#w takes first place; second place is 0.0163 hartree up.

#w
Density functional theory data (ωB97M-V/def2-TZVPD) for one molecule with the formula C4H7ClN2O.

Summary:
- charge = 0
- HOMO-LUMO gap (eV) = 9.87

Geometry (Å):
O  1.484  0.053  1.602
N  0.600  0.359  0.579
C  1.061  0.300  -0.763
C  -0.278  0.412  -1.498
C  -1.201  -0.443  -0.551
C  -0.650  -0.173  0.773
N  -1.224  -0.674  1.762
Cl  -0.506  -1.003  3.359
H  1.539  0.724  2.245
H  1.616  -0.572  -1.036
H  1.724  1.079  -1.009
H  -0.372  0.238  -2.605
H  -0.488  1.513  -1.361
H  -0.977  -1.479  -0.883
H  -2.327  -0.335  -0.615

#x
Density functional theory data (ωB97M-V/def2-TZVPD) for one molecule with the formula C4H7ClN2O.

Summary:
- charge = 0
- HOMO-LUMO gap (eV) = 10.10

Geometry (Å):
N  3.071  0.185  -0.280
N  1.756  -0.136  -0.120
C  1.081  -1.417  0.125
C  -0.130  -0.614  0.526
C  -1.333  -0.855  -0.312
Cl  -2.662  0.282  -0.063
C  0.721  0.655  0.203
O  0.429  1.797  0.105
H  3.525  0.433  0.591
H  3.166  0.832  -1.015
H  1.552  -2.052  0.874
H  1.124  -1.988  -0.804
H  -0.378  -0.608  1.613
H  -1.191  -0.917  -1.408
H  -1.792  -1.827  -0.064

#x takes first place; second place is 0.0743 hartree up.